No. 1
ORCA calculation (ωB97M-V with the def2-TZVPD basis set) on a 4-piece molecular cluster, C22H55BNO16P3 overall at a distorted geometry.

Structure (XYZ):
```
98
Properties=species:S:1:pos:R:3:forces:R:3:lowdin_charge:R:1
H 3.11257 3.66801 -2.26814 -0.150 0.069 -0.119 0.10
C 1.79599 -1.95983 0.04564 -0.922 -1.935 -0.469 -0.24
C -4.44317 1.68238 -4.89223 0.046 -0.092 -0.178 -0.08
H 0.41151 0.13071 -1.46697 -1.432 1.153 1.356 0.10
H 3.63100 7.54838 -1.62539 -0.347 0.022 0.052 0.11
H 1.41588 7.96706 -2.75475 0.054 0.090 0.161 0.07
H -7.69893 2.02058 -4.37839 -0.126 -0.119 0.084 0.07
O -6.80431 0.36970 -1.14628 0.453 -1.268 -0.522 -0.27
H 1.63747 0.72585 2.31397 -0.987 0.870 -2.196 0.11
H -9.32883 1.59657 -3.81490 0.081 -0.227 -0.034 0.08
H -7.60555 -0.62543 0.44649 0.003 0.052 -0.184 0.12
H -0.34451 8.04074 0.66024 -0.080 -0.154 0.006 0.08
H -0.31564 1.78613 -0.86365 0.080 -2.261 0.788 0.09
C 5.36002 -5.32934 4.13781 0.845 0.515 -0.687 -0.28
C -0.30398 0.62986 -0.65742 -0.234 -0.751 -1.271 -0.09
H -1.39171 0.18664 -0.82774 2.215 1.061 0.308 0.10
H -1.16779 5.21100 -0.21678 -0.045 -0.003 -0.062 0.11
H 3.71084 -9.11516 1.26427 0.265 -0.112 0.158 0.07
H 2.26815 5.00890 -4.89926 0.085 -0.113 0.088 0.08
H 2.51603 3.27194 -4.62056 0.003 0.071 0.012 0.08
C -0.90952 6.25435 -0.42199 -0.505 0.262 0.158 -0.30
C 3.01325 4.53214 -2.93084 -0.054 -0.313 -0.532 -0.30
C 2.76557 7.90375 -1.05047 0.878 0.492 -0.638 -0.29
O 3.50291 -9.14116 3.75915 1.434 -0.640 4.469 -0.22
H 4.79724 -3.73034 2.80150 0.089 -0.069 0.213 0.07
H 3.46889 -4.31832 3.82309 0.190 0.023 -0.081 0.08
C 1.92019 -6.21519 6.05507 0.019 0.079 0.188 -0.08
O -0.33650 -2.10076 1.67178 0.799 0.845 -3.775 0.03
H 1.11639 4.11793 -3.92401 0.260 -0.113 0.157 0.07
O 2.44663 5.64001 -2.24636 0.698 -0.280 1.233 -0.27
P 4.12958 -7.83875 4.31463 -1.381 4.367 -8.530 0.78
O 5.04108 -7.59308 2.94193 0.725 -0.284 1.177 -0.27
O -4.52988 0.83376 -0.94130 2.045 -3.630 -2.299 -0.22
C -4.48588 2.34744 -3.53018 0.159 0.388 -0.377 -0.30
H -7.68169 1.71956 1.06192 0.073 -0.143 0.036 0.08
H 2.24994 -5.19235 5.84852 -0.087 -0.158 0.003 0.08
H 5.75722 -4.59380 4.84545 -0.164 -0.288 0.275 0.12
C 1.21212 1.15795 1.28723 0.930 0.734 0.736 -0.12
H -8.37750 -0.45106 -2.65679 0.197 0.266 -0.123 0.11
C 3.96191 -0.98538 0.62897 -0.758 -1.313 4.722 -0.13
H 0.84684 -6.52967 4.22432 0.171 -0.080 -0.076 0.12
H 1.00700 -6.17724 6.65569 0.075 -0.038 -0.050 0.08
C -8.26135 1.51303 -3.58810 0.271 0.334 0.309 -0.08
H 1.97601 -3.14862 -1.52838 -1.937 1.375 0.470 0.13
C -7.85632 0.05406 -3.48081 -1.105 -0.276 0.272 -0.29
H -8.18549 -0.45341 -4.39386 0.422 -0.085 -0.018 0.12
O 0.90846 4.09193 -1.42913 1.409 -0.670 4.461 -0.22
H 6.22545 -5.68470 3.56290 -0.337 0.014 0.056 0.11
H -1.58745 7.05585 1.46741 0.081 -0.044 -0.050 0.08
O -5.57412 1.86593 -2.76189 0.851 -0.193 -0.329 -0.25
H 4.86260 -8.22419 0.28902 0.088 -0.109 0.083 0.08
H -5.96696 1.94719 0.78016 0.021 -0.325 0.031 0.07
H -3.67134 2.13520 -5.52098 -0.037 -0.049 0.079 0.08
H -5.40864 1.76968 -5.40003 0.148 0.025 0.087 0.07
O 4.82976 -6.38360 4.93526 -0.278 -2.916 2.719 -0.27
H 6.62056 -8.42228 1.94851 -0.079 0.139 0.097 0.12
C 2.18314 4.20533 -4.15942 -0.199 0.063 -0.234 -0.07
H -5.85025 -0.65411 0.39459 -0.040 0.207 0.001 0.10
C 1.68492 -6.97874 4.76629 -0.492 0.273 0.142 -0.30
O 0.22383 6.32262 -1.26889 -0.325 -0.413 0.767 -0.25
O 2.88546 -1.06319 -0.37016 2.834 -0.825 3.500 -0.06
H -4.62816 3.42536 -3.65513 -0.069 -0.117 0.151 0.12
O 2.81828 -6.91047 3.91940 -0.351 -0.412 0.769 -0.25
H 2.14227 -2.89804 0.66979 -0.082 2.181 -1.034 0.17
H -1.74761 6.70342 -0.96396 0.167 -0.091 -0.079 0.12
C 1.75646 8.61003 -1.93761 -0.354 -0.320 -0.234 -0.08
H -8.08137 2.05289 -2.65362 -0.002 -0.107 -0.162 0.07
B 0.54245 -1.22780 0.81783 -1.998 0.118 1.464 -0.33
H 2.13911 1.32099 0.57579 -1.723 -0.358 1.177 0.09
H 4.96975 -0.44636 0.28741 -2.594 -1.141 0.159 0.17
H 2.20279 9.50275 -2.38678 0.137 -0.088 0.183 0.08
C 4.35090 -4.62306 3.25068 -0.289 -0.293 -0.223 -0.08
O 3.90248 -1.40633 1.89718 -0.205 2.307 -8.046 -0.06
C 5.60770 -8.70095 2.25745 -0.066 -0.292 -0.501 -0.30
H 0.79193 2.24826 1.52265 0.603 -2.449 -0.552 0.10
N 0.14994 0.23553 0.73114 1.431 0.219 -0.295 -0.15
C -0.67426 7.01789 0.86679 0.010 0.070 0.188 -0.08
H -3.54515 2.19696 -2.99188 -0.007 0.066 0.037 0.10
H 5.70702 -9.56507 2.92015 -0.148 0.077 -0.129 0.10
H 2.70466 -6.69223 6.65091 -0.051 0.037 0.047 0.07
O 1.22693 -2.52449 -1.22238 2.829 -0.367 1.306 -0.06
P 1.53514 5.39434 -0.87365 -1.367 4.386 -8.565 0.79
H 4.02611 4.81081 -3.23978 -0.083 0.140 0.099 0.12
C 4.77758 -9.02776 1.02887 -0.206 0.059 -0.231 -0.08
H 1.42666 -8.02208 4.97150 -0.035 -0.004 -0.065 0.11
O -6.45382 -0.17877 -3.39511 3.441 -1.864 0.100 -0.27
H 5.11048 -9.96115 0.56773 0.004 0.071 0.008 0.08
C -6.72285 -0.01944 0.21713 -0.035 0.232 0.585 -0.30
H 4.01033 -5.26602 2.43354 0.048 0.054 0.154 0.07
H 3.16277 8.63929 -0.34283 -0.157 -0.295 0.279 0.12
H 0.11022 6.54086 1.46263 -0.054 0.040 0.049 0.07
H 0.87444 8.91477 -1.36519 0.184 -0.004 -0.063 0.07
O 2.23531 6.84949 -0.25302 -0.273 -2.858 2.700 -0.27
P -5.43856 0.35554 -2.10024 -6.677 6.576 2.517 0.78
H -0.95542 -2.52142 0.98240 1.157 0.586 1.649 0.13
C -6.71175 1.21196 1.10529 -0.059 0.300 0.071 -0.08
H -6.50623 0.94375 2.14477 -0.041 0.009 -0.062 0.08
H -4.22565 0.61405 -4.79563 0.026 0.032 -0.072 0.07
```
Forces are in eV/Å.

As for the SMILES: CN(C)B(O)[C@@H](O)OC=O.CCOP(=O)(OCC)OCC.CCOP(=O)(OCC)OCC.CCOP(=O)(OCC)OCC. The HOMO energy is -8.412 eV. As for the charge: 0. The calculation puts the total energy at -86490.92477 eV. Its HOMO-LUMO gap is 6.1 eV.

---

No. 2
ORCA calculation (ωB97M-V with the def2-TZVPD basis set) on a 4-piece molecular cluster, C22H55ClF7N9O3P3 overall at a distorted geometry.

Structure (XYZ):
```
100
Properties=species:S:1:pos:R:3:forces:R:3:lowdin_charge:R:1
C -6.98480 -0.71306 -7.35577 -0.041 -0.299 0.027 -0.13
F -5.53400 0.84430 -2.28406 1.104 2.051 4.480 -0.02
H 5.28745 -0.20672 -1.35153 0.032 -0.264 0.085 0.08
H 1.52781 -1.92676 1.86028 -0.002 0.161 -0.044 0.08
P 4.49765 -0.97724 7.08042 -2.845 -5.326 3.224 0.75
H 4.59932 1.87995 1.62348 -0.257 0.274 0.074 0.06
H 2.47951 -0.45022 9.40660 0.131 0.252 0.031 0.08
H 4.30736 -3.96259 7.46698 -0.035 0.197 0.080 0.05
H 3.64420 0.81857 8.96888 -0.095 -0.055 -0.095 0.07
O 2.73669 -0.26386 -1.41318 -1.404 -3.310 0.817 -0.28
F -4.94451 0.19353 -0.07231 -0.322 3.079 -2.546 -0.03
H 3.67173 -2.87388 4.16090 0.079 0.030 0.294 0.09
H -2.59897 1.48837 -5.52713 -0.142 0.027 0.070 0.07
H -5.72329 -0.48102 -10.01031 -0.245 0.011 -0.179 0.08
H 4.72485 -1.64983 -0.48040 -0.085 0.058 -0.111 0.06
H -7.71859 -0.74091 -6.54498 -0.062 -0.013 0.105 0.09
C 3.54333 -0.15759 9.43896 -0.649 -0.115 -0.402 -0.16
C 4.27155 -2.40360 9.51280 0.350 -0.194 0.279 -0.13
C -4.78004 -0.64992 -9.48491 -0.847 0.051 0.531 -0.14
C -6.52562 2.13335 -0.23343 -3.023 0.292 -1.054 -0.34
H 4.92891 -4.33657 5.88630 -0.133 0.049 -0.034 0.09
O 2.99745 -0.63184 6.91416 1.599 3.095 -1.520 -0.28
H 6.65494 0.50720 6.39690 -0.036 -0.170 -0.001 0.08
C 2.16142 1.24104 2.69214 -0.488 0.609 -0.750 -0.12
N 2.29184 0.05023 1.87037 -1.008 -3.806 1.885 -0.32
N -3.66522 -0.04836 -6.53182 2.041 -0.318 1.086 -0.33
C 4.18387 -3.72243 6.41666 -0.026 -0.308 0.175 -0.13
N 4.17839 0.19334 0.42067 2.399 -0.913 -0.097 -0.33
H -4.91260 -1.53867 -8.87609 -0.007 0.172 0.173 0.05
H 7.07156 -0.88803 5.39021 0.170 0.015 -0.290 0.07
O -5.18867 1.57543 -5.69938 1.211 3.293 -1.824 -0.25
C -5.22686 1.41466 -0.91855 -0.438 -2.750 0.750 -0.12
H 5.90351 1.42128 0.60292 -0.407 -0.367 -0.089 0.08
H 2.45221 1.01581 3.72356 -0.051 -0.423 -0.103 0.09
P 2.52974 -0.11774 0.11435 2.889 5.793 -1.434 0.74
H 2.66000 2.88442 0.37507 0.117 -0.187 -0.027 0.05
H -7.50911 -0.95313 -8.29438 -0.054 0.048 0.093 0.08
N -6.35360 0.57651 -7.47147 -2.691 -0.637 -0.462 -0.34
H -3.82572 -2.00800 -7.30811 -0.292 -0.151 -0.214 0.06
C 6.88063 -2.66114 7.41629 -0.746 -0.499 -0.580 -0.13
H -5.22235 1.95420 -10.04010 -0.190 0.180 -0.273 0.06
H 3.73107 -1.14881 4.46938 0.024 -0.090 0.021 0.05
H -3.36462 0.29744 -4.45317 0.224 0.214 -0.106 0.08
P -4.79784 1.08540 -7.11525 -1.457 -6.116 3.265 0.76
C -4.24143 1.64984 -9.67209 0.583 -0.148 0.131 -0.17
H 3.82955 -0.02870 10.48525 0.231 -0.255 -0.043 0.08
H 3.19002 -4.06840 6.11800 -0.109 -0.047 -0.020 0.09
H 0.95199 3.06366 0.64948 0.002 -0.059 -0.171 0.09
C -3.85932 -1.47523 -6.36399 0.179 -0.304 -0.250 -0.13
H -7.35931 1.86907 -8.79354 -0.204 0.080 -0.222 0.07
C 7.05026 -0.51953 6.41688 0.149 0.292 0.529 -0.16
H 4.00415 -2.23158 10.56936 0.064 0.332 -0.464 0.09
F -7.40781 0.99643 0.23541 2.491 2.699 -0.948 -0.08
C 4.80240 1.48439 0.63422 0.171 0.135 0.401 -0.14
Cl -6.51834 3.89037 -2.56650 0.103 -0.408 0.484 0.33
H 8.07944 -0.45348 6.79029 -0.060 -0.143 -0.059 0.08
H 1.59082 3.05311 -1.00615 -0.015 0.058 -0.095 0.09
H -1.88838 -0.09897 -5.36275 -0.093 -0.205 -0.275 0.08
N -4.34856 0.52208 -8.74289 2.179 3.113 -2.401 -0.33
C 1.69187 2.59436 -0.01825 0.144 0.363 0.037 -0.13
F -2.89085 1.68257 0.07174 -2.984 2.244 -3.176 -0.01
H 7.84199 -2.53285 7.92465 -0.075 0.423 -0.088 0.09
C 0.13729 0.85791 -0.55763 -0.136 -0.622 0.146 -0.11
H -6.29343 -1.53279 -7.19400 0.168 0.119 0.090 0.05
H -7.10400 2.53879 -7.17785 -0.003 -0.120 0.040 0.08
F -3.95941 3.71545 -0.63686 0.454 -5.254 -1.060 0.03
H -3.04593 -1.93677 -5.77850 -0.142 0.542 -0.145 0.09
H 5.23385 -2.03799 4.19515 0.085 -0.063 -0.264 0.08
H -3.60232 1.40554 -10.52933 -0.128 -0.067 0.001 0.07
H 1.13670 1.62047 2.70850 -0.209 0.101 0.070 0.09
H -8.11758 2.20357 -1.82539 1.641 1.552 1.276 0.02
F -3.13846 2.12159 -2.26163 -2.244 0.734 4.432 0.00
H 1.49890 -1.14711 3.44084 -0.079 0.170 -0.036 0.07
H -3.78481 2.51900 -9.17516 -0.106 -0.137 0.001 0.08
N 4.38233 -1.16239 8.77189 -0.493 1.149 2.065 -0.33
H 2.79830 2.06511 2.38648 0.004 -0.125 -0.215 0.05
H 6.33015 -3.37803 8.01724 -0.177 0.155 -0.054 0.05
H 7.07307 -3.13663 6.45132 0.099 -0.143 -0.211 0.08
N 1.47342 1.17112 -0.05666 -1.425 1.893 -0.411 -0.34
C -7.33990 1.62316 -7.72846 0.411 0.378 -0.024 -0.11
H -0.53538 0.63788 0.27566 -0.239 0.084 -0.024 0.07
H 0.32409 -0.67197 2.19226 -0.288 -0.069 0.096 0.07
H 6.07283 -0.73736 0.15360 -0.089 0.217 0.250 0.07
F -6.20926 2.88269 1.04012 0.039 -2.173 -3.107 -0.07
C 4.24926 -2.09194 4.66732 0.197 0.571 0.000 -0.11
C -3.84399 2.27556 -0.93456 3.039 0.775 -0.537 -0.14
C 5.10945 -0.64005 -0.35206 -0.301 0.217 -0.656 -0.16
N 6.22223 -1.37431 7.27155 2.611 3.432 -0.860 -0.32
H 5.21715 -2.93133 9.57346 0.093 -0.303 -0.198 0.06
C -2.84081 0.43337 -5.41521 -0.585 0.207 0.619 -0.15
H -4.02419 -0.91817 -10.23044 0.155 0.374 0.078 0.09
H -4.77828 -1.70254 -5.81884 -0.116 -0.133 0.037 0.08
H 3.48716 -3.05064 9.11355 -0.052 -0.170 -0.010 0.08
H 4.52804 2.20521 -0.13940 -0.018 0.182 -0.025 0.08
C -7.46499 3.01601 -1.24330 0.127 -2.834 1.022 -0.55
H -0.30020 1.67648 -1.14070 0.244 -0.042 0.199 0.08
C 1.36015 -0.96509 2.36817 0.437 -0.277 0.277 -0.16
H 0.15173 -0.01605 -1.21579 0.069 0.101 0.024 0.08
H -8.35360 1.33437 -7.42768 0.267 -0.157 0.032 0.09
N 4.39128 -2.33234 6.10132 -0.353 -2.073 -1.597 -0.34
```
Forces are in eV/Å.

The HOMO energy is -3.117 eV. As for the charge: -1. The calculation puts the total energy at -102654.02014 eV. Its HOMO-LUMO gap is 2.9 eV.

---

Q: The highest HOMO-LUMO gap belongs to which entry?
A: C22H55BNO16P3

---

Q: Among the records above, which one has the highest HOMO-LUMO gap?
A: C22H55BNO16P3

---

Q: HOMO-LUMO gap of number 2 (C22H55ClF7N9O3P3)?
A: 2.9 eV